Entry 1:
{
  "formula": "C21H34N3O3",
  "method": "the ωB97M-V functional and the def2-TZVPD basis",
  "symbols": ["N", "C", "C", "C", "C", "C", "C", "C", "C", "C", "O", "C", "C", "C", "O", "N", "C", "O", "H", "H", "H", "H", "H", "H", "H", "H", "H", "H", "H", "H", "H", "H", "H", "H", "C", "C", "C", "N", "C", "C", "C", "C", "C", "H", "H", "H", "H", "H", "H", "H", "H", "H", "H", "H", "H", "H", "H", "H", "H", "H", "H"],
  "coordinates": [[-2.8361, -0.1103, -1.4145], [-1.6946, -0.9080, -2.0061], [-2.1369, -2.4508, -1.9978], [-0.8161, -3.3835, -2.2427], [-1.1850, -4.8262, -1.6449], [-0.4138, -5.2386, -0.2927], [-0.4200, -4.1466, 0.8747], [-1.7027, -3.6571, 1.6366], [-1.5690, -2.6113, 2.8036], [-0.1953, -2.0149, 3.2623], [-0.0500, -1.0867, 4.3387], [1.0477, -2.4725, 2.4761], [0.9143, -3.5062, 1.3221], [2.4061, -3.6832, 0.8078], [2.7257, -4.1776, -0.2973], [3.3533, -3.1302, 1.8132], [2.5906, -2.1107, 2.5899], [3.2228, -1.1996, 3.2008], [-3.6448, -0.7616, -1.3990], [-2.5719, 0.0169, -0.4267], [-1.5012, -0.6261, -3.0987], [-0.7204, -0.7970, -1.3949], [-2.5088, -2.7500, -0.9445], [-2.9437, -2.7108, -2.7654], [0.1069, -2.9305, -1.7420], [-0.6258, -3.4995, -3.3752], [-2.3228, -4.9750, -1.5218], [-0.8740, -5.6049, -2.4420], [-0.9496, -6.1786, 0.1134], [0.6592, -5.5201, -0.5581], [-2.7369, -4.0462, 1.3649], [-2.4862, -2.2333, 3.3781], [-0.2869, -1.5552, 5.1796], [4.1542, -2.6408, 1.3735], [1.5278, 1.4691, 1.2562], [0.0675, 1.7685, 0.9772], [-0.2421, 2.6492, -0.2286], [0.2055, 4.1129, -0.1820], [-0.2435, 4.7748, 1.0981], [1.7028, 4.3122, -0.4053], [1.8695, 4.2253, -1.9059], [0.6902, 5.0190, -2.4264], [-0.4217, 4.8513, -1.3949], [2.0118, 2.2971, 1.7787], [1.6177, 0.5963, 1.9074], [2.0761, 1.2489, 0.3358], [-0.4082, 2.1575, 1.8821], [-0.4219, 0.8070, 0.7839], [-1.3318, 2.6765, -0.3285], [0.1645, 2.2063, -1.1407], [0.2795, 4.3126, 1.9351], [-1.3227, 4.6488, 1.1882], [0.0114, 5.8347, 1.0516], [1.9611, 5.3113, -0.0440], [2.2842, 3.5717, 0.1335], [1.8220, 3.1875, -2.2466], [2.8258, 4.6350, -2.2370], [0.3801, 4.6849, -3.4185], [0.9541, 6.0774, -2.5120], [-1.2623, 4.2674, -1.7722], [-0.7855, 5.8234, -1.0559]],
  "atomic_forces_ev_per_a": [[0.9222, -0.6069, 0.2854], [-0.7482, -1.3870, -0.3755], [2.0949, -0.3212, 0.4783], [-1.5476, -0.3652, -0.1584], [0.5969, -0.7439, -0.6105], [-0.6700, -0.0453, 0.3664], [0.6169, 2.2055, 1.9693], [3.6843, 1.6957, 1.3216], [2.5227, -0.7609, -1.3604], [0.2948, -2.2253, -2.5180], [-0.7035, -2.1711, -1.0819], [-2.3320, -1.2389, -0.9848], [-1.5201, 1.4874, 2.1717], [-0.0925, -1.1728, -2.0717], [-0.7586, 1.7122, 3.8840], [-3.0356, 1.7596, -1.3107], [1.6890, 1.0583, 1.5896], [-3.1163, -3.3573, -2.4116], [0.6129, 0.8517, 0.0341], [-0.5128, -0.0597, -0.5096], [-0.1702, -0.1025, 1.5730], [-1.5653, -0.0615, -0.9408], [0.4130, 0.7367, -1.6073], [1.0972, 0.5591, 1.0315], [-1.2848, -0.6793, -0.6477], [-0.1509, 0.3392, 1.8371], [1.7441, 0.5067, -0.1127], [-0.4848, 1.0341, 1.4357], [0.9567, 1.4282, -0.5485], [-1.4521, 0.5680, 0.5686], [1.6483, 0.5469, 0.4257], [1.4421, -0.7917, -1.0610], [0.2117, 0.5527, -1.0342], [-0.3586, -0.8182, 0.3578], [0.2526, -0.0385, 0.2037], [0.0908, -0.0338, 0.1133], [-0.2759, -0.0880, 0.2261], [-0.2089, 0.5009, -0.1354], [0.2262, -0.3335, -0.3172], [0.0288, -0.2752, -0.0570], [0.2402, -0.2007, -0.0366], [-0.1287, 0.3804, -0.5520], [-0.0084, -0.0940, 0.1533], [0.1304, -0.0905, -0.0575], [0.0094, 0.1289, -0.0171], [0.0253, 0.0248, 0.0452], [-0.0623, -0.0145, -0.1102], [-0.1605, 0.2065, -0.1617], [0.1647, 0.1680, -0.1617], [0.0269, 0.1930, 0.0423], [-0.1228, 0.0279, -0.0646], [0.1124, -0.0055, 0.0661], [-0.0446, -0.1594, -0.0545], [-0.1651, -0.1056, 0.0212], [-0.1936, 0.0239, 0.1638], [0.0736, 0.0647, 0.0778], [-0.0860, -0.0754, 0.1159], [-0.0281, 0.0602, 0.1379], [-0.0274, -0.1490, 0.0104], [0.1035, 0.0101, 0.2403], [-0.0162, -0.2591, 0.1237]],
  "lowdin_charge": [-0.042, -0.283, -0.209, -0.192, -0.210, -0.154, -0.087, 0.015, 0.024, -0.183, -0.021, 0.025, 0.014, -0.319, 0.053, 0.139, -0.308, 0.041, 0.062, 0.041, 0.113, 0.104, 0.093, 0.125, 0.103, 0.118, 0.114, 0.117, 0.127, 0.110, 0.107, 0.106, 0.130, 0.152, -0.084, -0.222, -0.114, -0.236, 0.024, -0.090, -0.153, -0.147, -0.072, 0.076, 0.063, 0.089, 0.114, 0.106, 0.130, 0.135, 0.106, 0.119, 0.110, 0.145, 0.111, 0.118, 0.133, 0.126, 0.125, 0.133, 0.131],
  "homo_energy_ev": -11.230,
  "total_charge": 1,
  "relative_energy_kj_mol": 0.0,
  "orbital_gap_ev": 8.239,
  "energy_ha": -1210.174515
}


Entry 2:
{
  "formula": "C21H34N4O2",
  "method": "the ωB97M-V functional and the def2-TZVPD basis",
  "symbols": ["C", "C", "C", "C", "C", "O", "C", "N", "C", "C", "N", "C", "H", "C", "C", "H", "H", "C", "O", "H", "H", "H", "H", "H", "C", "C", "C", "N", "N", "C", "C", "H", "H", "H", "C", "C", "H", "H", "H", "C", "H", "H", "H", "H", "C", "H", "H", "H", "H", "H", "H", "H", "H", "H", "H", "H", "H", "H", "H", "H", "H"],
  "coordinates": [[-5.1200, -2.8281, 1.5464], [-4.3786, -2.2416, 0.2555], [-3.8306, -2.7066, -0.8827], [-3.4746, -1.7594, -1.6906], [-3.7937, -0.7582, -1.1375], [-4.4894, -0.9726, 0.2353], [-3.6555, 0.7344, -1.1299], [-2.3405, 1.4574, -0.9343], [-1.1594, 1.0359, -1.5866], [-0.3995, -0.2665, -0.8889], [-0.2437, 0.2283, 0.5458], [-1.5529, 0.3336, 1.1023], [-2.0783, -0.8314, 0.9961], [-2.1431, 1.5639, 0.6774], [-1.4297, 2.7386, 0.9289], [-1.4078, 2.7383, 2.2701], [-0.3780, 2.5804, 0.6908], [-2.1813, 3.9697, 0.6820], [-1.9920, 4.3245, -0.8518], [-2.3535, 3.4082, -1.0702], [-3.2376, 3.9808, 0.8541], [-1.7908, 4.9991, 1.2029], [-3.1754, 1.6253, 1.1322], [-1.3190, 0.4449, 2.4429], [0.5863, -0.8748, 0.8930], [2.0357, -1.1095, 0.5240], [2.9027, -0.3015, 0.4581], [4.0119, -0.4785, -0.1939], [3.6968, -1.9570, -0.3808], [2.5952, -2.2801, -0.0140], [2.0149, -3.4946, -0.3421], [1.7697, -4.1101, 0.5390], [1.1026, -3.5161, -0.8334], [2.6998, -4.3327, -0.8656], [5.2091, -0.1216, -0.5404], [5.1179, 1.1163, -1.6781], [4.5472, 1.8060, -1.5922], [6.0523, 1.2457, -1.8075], [4.5281, 0.4700, -2.5132], [5.8442, 0.7224, 0.7318], [6.0404, -0.1539, 1.6525], [6.8515, 0.8765, 0.6014], [5.3882, 1.4859, 0.9518], [5.7788, -1.0575, -0.8594], [2.6507, 1.3331, 0.8994], [3.2743, 1.9403, 0.2423], [3.3858, 1.2900, 1.9485], [1.8330, 1.3097, 1.1958], [0.6974, -0.7308, 2.1016], [-0.0528, -1.9530, 1.0793], [-1.0488, -1.0642, -1.0646], [0.5405, -0.3553, -1.4313], [-0.2066, 1.9025, -1.5440], [-1.2748, 0.7394, -2.4419], [-3.4659, 0.9250, -2.2658], [-4.3389, 1.5473, -0.6537], [-3.0766, -1.8643, -2.6895], [-4.0055, -3.8368, -1.0236], [-6.1691, -2.3816, 1.5807], [-5.0233, -3.9232, 1.6690], [-4.5678, -2.6113, 2.2764]],
  "atomic_forces_ev_per_a": [[-3.2736, -1.8650, -7.2821], [-2.4763, -3.4393, 3.0706], [-2.5416, -10.9237, 4.7368], [4.1211, -5.2645, -9.3823], [-4.7178, 15.7725, 9.5172], [2.1420, 2.2115, -3.3539], [2.3515, 2.6014, -5.1306], [-0.7333, 0.2018, 4.5741], [5.8278, 2.4049, 9.5806], [-1.2695, 6.2777, -1.0651], [1.7356, -2.5901, -4.4403], [2.0653, -5.0478, 5.6014], [0.6829, 3.4945, 0.1861], [-4.4884, -2.0275, -3.6189], [1.9289, 1.7498, 6.8581], [0.2408, -0.0205, -3.4687], [-0.1005, 1.0338, -0.3740], [2.4127, 5.6105, -2.5180], [-1.4536, -2.4554, 2.7570], [0.7015, 1.3403, -1.0754], [-0.6259, -0.6266, 0.2749], [-0.6038, -2.8587, -1.0010], [0.8063, -0.0345, -0.8219], [-0.8017, -0.4581, -3.7495], [-0.6714, -3.0610, 8.7623], [-12.1861, -7.8953, 0.8336], [6.7358, 18.5722, 1.3270], [-6.5549, -10.0449, 0.7473], [10.2352, 0.6719, -4.4598], [-3.5356, 2.0599, 1.0610], [1.1342, -7.1889, 0.2844], [-0.0450, 0.4620, 0.3397], [-1.7006, 0.6755, -1.3204], [-1.0880, 2.5051, 0.6987], [5.0699, 6.2125, 0.3413], [-0.5511, -14.5936, -1.6138], [-6.6736, 8.7914, 2.3667], [6.3586, 1.6576, -1.9428], [1.9752, 1.5786, 1.0149], [4.4375, -13.2876, -0.8576], [-1.3935, 2.6833, -2.0597], [2.3649, 0.9810, -0.9763], [-5.0679, 7.6783, 2.5261], [-0.5517, 1.7115, 0.2333], [17.2847, -4.7087, -1.1960], [-1.3746, 0.4196, -0.0921], [-2.1413, 0.4494, -2.6279], [-13.6448, 1.3464, 3.9941], [-0.1946, -0.2062, -1.9275], [1.4797, 2.4485, -1.4026], [-0.8243, -1.8332, 0.5251], [0.0930, -0.1449, 0.4250], [-3.1763, -2.1085, -0.2441], [-1.7915, -2.4169, -9.8050], [-2.1173, -0.1259, 0.9522], [0.2913, -2.5661, -1.0162], [0.1734, 0.0979, 0.1188], [1.0160, 1.8693, -0.2999], [1.4974, -0.9286, 0.1309], [-0.8934, 0.2147, -0.9388], [4.1004, 2.9369, 6.2229]],
  "lowdin_charge": [0.042, -0.357, -0.088, -0.127, -0.201, 0.072, -0.069, -0.131, -0.134, -0.091, -0.165, -0.186, 0.187, -0.372, -0.226, 0.208, 0.114, -0.181, -0.157, 0.040, 0.094, 0.158, 0.162, 0.204, -0.197, -0.206, -0.286, -0.019, 0.201, -0.410, -0.039, 0.091, 0.052, 0.143, -0.299, 0.038, -0.059, -0.006, 0.143, -0.009, 0.163, 0.024, -0.062, 0.168, 0.121, 0.062, 0.153, -0.118, 0.152, 0.179, 0.074, 0.126, 0.202, 0.002, 0.152, 0.167, 0.168, 0.156, 0.116, 0.089, -0.027],
  "homo_energy_ev": -8.202,
  "total_charge": 0,
  "relative_energy_kj_mol": 2357.1,
  "orbital_gap_ev": 8.805,
  "energy_ha": -1189.249306
}